C15H27BCl3NO6PS | the ωB97M-V functional and the def2-TZVPD basis

Last column: Löwdin charge in e.
Element x y z (Å)
H: 2.966 0.689 1.762  0.102
H: -2.761 -4.341 1.137  0.085
H: 4.133 1.768 -1.511  0.116
H: -0.457 1.336 -1.120  0.124
C: -0.152 -1.399 0.832  -0.613
C: 0.579 0.413 -3.239  -0.715
H: -4.497 -4.308 1.518  0.091
C: 0.507 -0.044 0.318  -0.204
H: -1.697 -2.242 -0.450  0.088
H: -4.597 -1.881 1.291  0.133
O: -2.593 -1.557 1.225  -0.140
H: 1.950 2.502 -0.175  0.106
H: -3.368 -3.585 2.643  0.087
H: 2.358 -1.183 0.245  0.076
H: -3.844 -2.493 -0.176  0.116
C: 1.108 1.810 -3.093  -0.079
O: 3.749 3.761 -1.541  -0.060
C: -3.275 1.122 -1.869  0.113
Cl: 0.914 -0.274 -4.783  0.737
C: -1.614 -1.440 0.283  -0.370
N: -1.757 -0.117 -0.455  0.015
H: 0.535 2.415 -2.393  0.082
C: 2.025 -0.179 -0.002  -0.128
C: -3.720 -2.401 0.906  -0.202
C: -0.085 -0.296 -2.316  -0.618
H: -2.040 0.535 0.288  0.173
H: 1.087 2.301 -4.064  0.085
C: 2.939 2.245 0.227  -0.182
H: 2.153 1.793 -2.790  0.076
Cl: 0.632 -2.860 0.085  0.758
H: 1.495 2.076 2.610  0.119
O: 1.566 -1.445 2.795  -0.155
C: -3.564 -3.747 1.580  -0.050
H: 1.825 -1.400 3.728  0.110
O: -0.113 -3.261 2.913  -0.194
H: -0.982 -3.623 2.688  0.061
H: 3.079 4.283 -1.089  0.081
P: -0.006 -1.687 2.672  0.198
C: -2.842 -0.050 -1.448  -0.119
C: 3.011 0.777 0.681  -0.177
H: 4.003 0.397 0.412  0.127
O: 0.864 1.349 2.575  0.112
Cl: -0.688 -1.865 -2.732  0.760
H: -2.839 2.053 -1.523  0.090
H: -3.226 -1.000 -1.785  0.109
H: -4.095 1.182 -2.571  0.088
H: -0.770 2.876 1.535  0.139
H: 4.972 2.727 -0.268  0.128
H: 3.086 2.892 1.101  0.121
H: 2.150 -0.094 -1.085  0.118
C: -0.383 0.270 -0.941  -0.194
O: -0.778 2.067 1.009  0.162
B: 0.207 1.179 1.388  -0.687
S: -1.171 -0.631 3.763  0.463
C: 4.022 2.585 -0.790  -0.261

Atomic forces in eV per Å
-0.131 -0.098 -0.053
-0.035 0.002 -0.015
0.055 0.006 0.057
0.198 0.127 0.287
0.339 -0.278 -0.246
-0.132 0.048 0.080
0.073 -0.068 -0.116
-0.714 -0.246 0.266
0.109 0.230 -0.106
0.059 0.037 0.015
-0.078 0.257 -0.056
-0.003 -0.104 -0.155
0.039 -0.034 -0.030
-0.140 -0.003 0.006
0.108 -0.014 0.015
-0.027 -0.077 -0.180
-0.198 -0.108 -0.069
0.037 -0.061 0.127
0.038 -0.020 0.041
0.002 -0.485 0.119
-0.373 -0.201 -0.045
0.061 -0.011 0.082
0.064 0.214 0.147
-0.196 -0.156 0.125
0.099 0.040 0.019
0.379 0.214 -0.003
-0.087 0.009 0.039
0.043 0.012 0.483
0.089 0.045 0.144
0.117 0.078 0.089
-0.084 0.060 0.171
-0.259 -0.352 0.096
-0.054 0.148 0.136
0.113 0.121 -0.025
0.041 0.145 -0.382
-0.053 -0.016 0.228
0.114 0.074 0.054
-0.281 0.218 0.279
-0.197 0.114 -0.107
0.294 -0.101 -0.320
-0.003 0.058 0.040
0.402 0.236 -0.423
0.070 -0.081 -0.104
-0.059 -0.016 0.029
0.070 0.010 0.048
0.073 -0.034 -0.055
-0.274 -0.153 0.223
0.035 -0.244 -0.025
-0.044 0.096 -0.101
-0.002 0.024 -0.012
0.129 0.156 -0.336
0.332 0.085 -0.323
-0.148 -0.144 0.116
0.167 -0.015 -0.128
-0.180 0.257 -0.142

Calculated values
gap between HOMO and LUMO = 9.408 eV
2S+1 = 1
SMILES string = C=C[N@H+]1[C@H](OCC)[C@](Cl)(P(O)(O)=S)[C@](CCCCO)(B(O)O)[C@H]1/C(Cl)=C(\C)Cl
total energy = -88132.8544 eV
total charge = +1